[1]
{
  "formula": "C8H15N2O2",
  "method": "the ωB97M-V functional and the def2-TZVPD basis",
  "spin_multiplicity": 1,
  "relative_energy_kcal_mol": 67.3,
  "e_lumo_ev": -2.50,
  "total_charge": 1,
  "smiles": "C[C@@H](O)COC(N1CC1)=[N+]1CC1",
  "homo_ev": -13.6,
  "species": ["C", "C", "C", "C", "C", "C", "C", "C", "N", "N", "O", "O", "H", "H", "H", "H", "H", "H", "H", "H", "H", "H", "H", "H", "H", "H", "H"],
  "xyz": [[-1.86398, -2.23622, 0.21202], [-2.83789, -1.24937, -0.27765], [-1.96286, 1.89299, -0.38719], [-0.79183, 2.64459, 0.29145], [1.51216, 0.26374, 1.27424], [2.01485, 0.21674, -0.15179], [-0.78002, -0.01035, 0.59239], [2.98152, -0.99926, -0.31291], [-1.53431, -0.88747, -0.05659], [-1.13471, 1.26241, 0.54929], [0.18388, -0.37299, 1.43311], [0.86800, 0.10631, -1.06530], [-2.01569, -2.55179, 1.21599], [-1.55200, -2.94147, -0.51380], [-3.31327, -1.14206, -1.30061], [-3.63785, -0.87646, 0.39492], [-2.89960, 2.25942, -0.01827], [-1.90166, 1.44900, -1.38852], [0.24603, 2.97398, -0.03054], [-1.10164, 3.37202, 1.01047], [2.02107, -0.17084, 2.07925], [1.28706, 1.37615, 1.50791], [2.60485, 1.21590, -0.18242], [3.41136, -0.96592, -1.31370], [2.45051, -1.94735, -0.26307], [3.79129, -0.99014, 0.39552], [0.92186, -0.20012, -1.91451]],
  "lowdin_charge": [-0.017, -0.101, -0.037, 0.000, -0.055, -0.318, -0.325, -0.023, 0.010, 0.006, 0.056, -0.004, 0.128, 0.119, 0.148, 0.138, 0.120, 0.137, 0.144, 0.105, 0.126, 0.145, 0.173, 0.083, 0.090, 0.083, 0.071]
}

=====

[2]
{
  "formula": "C4H7BrClN",
  "method": "the ωB97M-V functional and the def2-TZVPD basis",
  "spin_multiplicity": 1,
  "relative_energy_kcal_mol": 60.0,
  "e_lumo_ev": [-0.28, -0.28],
  "homo_ev": [-8.1, -8.1],
  "species": ["C", "C", "C", "C", "N", "Cl", "Br", "H", "H", "H", "H", "H", "H", "H"],
  "xyz": [[-0.24410, -1.81824, -0.39128], [0.99442, 1.36199, 0.60373], [-0.97695, -0.73421, 0.22076], [-0.16438, 1.35830, -0.44083], [0.91511, -2.06529, -0.03332], [-1.33044, 2.46790, -0.16257], [-2.75257, -0.39519, -0.20968], [-0.89421, -2.40204, -1.14953], [1.59774, 0.38574, 0.54778], [1.68201, 2.23284, 0.33120], [0.62451, 1.48490, 1.62449], [-0.85171, -0.30657, 1.15484], [-0.04216, 1.16050, -1.48532], [1.44271, -2.73062, -0.61027]],
  "lowdin_charge": [-0.382, -0.172, -0.642, -0.721, 0.081, 0.682, 0.674, 0.124, 0.078, 0.087, 0.062, 0.007, 0.059, 0.063]
}

=====

[3]
{
  "formula": "C22H74N8O15",
  "method": "the ωB97M-V functional and the def2-TZVPD basis",
  "spin_multiplicity": 1,
  "relative_energy_kcal_mol": 0.0,
  "e_lumo_ev": 0.17,
  "homo_ev": -8.4,
  "species": ["C", "C", "O", "H", "H", "H", "H", "H", "H", "C", "C", "O", "H", "H", "H", "H", "H", "H", "C", "C", "O", "H", "H", "H", "H", "H", "H", "C", "C", "O", "H", "H", "H", "H", "H", "H", "C", "C", "O", "H", "H", "H", "H", "H", "H", "C", "C", "O", "H", "H", "H", "H", "H", "H", "C", "C", "O", "H", "H", "H", "H", "H", "H", "C", "O", "N", "N", "H", "H", "H", "H", "C", "O", "N", "N", "H", "H", "H", "H", "C", "O", "N", "N", "H", "H", "H", "H", "C", "O", "N", "N", "H", "H", "H", "H", "C", "O", "H", "H", "H", "H", "C", "O", "H", "H", "H", "H", "C", "O", "H", "H", "H", "H", "C", "O", "H", "H", "H", "H"],
  "xyz": [[-2.26856, 0.69673, 2.55481], [-2.89733, -0.63973, 3.03803], [-2.46574, -1.51024, 1.98617], [-2.38012, 1.40800, 3.38831], [-2.54918, 1.23466, 1.64848], [-1.19350, 0.67236, 2.57319], [-3.96341, -0.63205, 3.11972], [-2.45082, -0.97518, 3.98400], [-2.85149, -2.38258, 2.09301], [0.96039, -5.29071, -1.93881], [0.19461, -4.30494, -2.78234], [0.55257, -4.53527, -4.12788], [0.44881, -5.29148, -0.94540], [2.00690, -4.93118, -1.85281], [0.96391, -6.22807, -2.38489], [0.41477, -3.33202, -2.40293], [-0.86634, -4.42911, -2.57693], [-0.22057, -4.89228, -4.55587], [3.69985, 0.93924, 2.87061], [2.75508, -0.18519, 2.55373], [1.49606, -0.05614, 3.24967], [3.17944, 1.88008, 2.68724], [4.61337, 0.89225, 2.28092], [4.12462, 1.02636, 3.82226], [3.21851, -1.15488, 2.82290], [2.59305, -0.11421, 1.49609], [1.04151, 0.73828, 2.93015], [-3.20544, 3.79144, 1.31814], [-2.94752, 3.45324, -0.16898], [-4.07485, 2.84195, -0.76892], [-3.75140, 3.09003, 1.89101], [-3.74762, 4.76113, 1.48722], [-2.20764, 3.83729, 1.77579], [-2.14596, 2.76903, -0.30007], [-2.71421, 4.38609, -0.71903], [-3.69088, 2.35435, -1.48913], [1.92945, 0.56742, -4.61448], [2.45169, 0.12313, -3.29206], [3.81988, 0.02029, -3.23545], [0.83880, 0.70862, -4.52913], [2.21894, -0.04673, -5.42665], [2.32870, 1.54323, -4.82608], [2.02187, -0.78706, -3.03005], [2.19842, 0.80051, -2.50711], [4.07285, -0.76835, -3.73483], [2.90639, 2.45887, -0.10372], [4.08150, 3.39602, -0.12861], [4.90012, 3.08336, 0.95247], [3.19610, 1.42579, -0.19689], [2.24413, 2.70296, -0.91549], [2.37381, 2.58550, 0.80586], [3.64026, 4.36951, 0.15687], [4.60394, 3.54108, -1.09937], [5.73914, 3.60592, 0.92121], [1.08074, 2.88552, 4.73699], [0.23134, 3.24637, 3.58002], [0.40831, 2.35400, 2.44825], [0.74030, 3.42615, 5.61902], [2.10384, 3.03611, 4.63253], [0.94312, 1.81804, 5.02756], [0.46887, 4.23353, 3.33620], [-0.86115, 3.22683, 3.84064], [-0.08112, 2.78414, 1.73687], [-1.30767, 2.24760, -2.70015], [-2.29085, 1.31397, -2.64335], [-1.48642, 3.49671, -3.07328], [-0.12577, 2.01942, -2.26247], [-2.47012, 3.79218, -3.41230], [-0.71594, 4.14479, -3.09602], [0.03423, 1.08308, -1.95059], [0.69635, 2.55090, -2.65852], [-3.82527, -1.10003, -1.41625], [-4.00640, -0.78372, -2.77749], [-2.65667, -1.36008, -0.87551], [-4.82625, -1.38382, -0.63280], [-1.80411, -1.16130, -1.36894], [-2.55585, -1.31462, 0.15242], [-5.72625, -1.46616, -1.06166], [-4.69711, -2.05423, 0.15073], [0.73817, -3.12634, 3.65013], [0.39847, -4.30532, 3.05385], [1.78508, -2.96233, 4.33554], [-0.01175, -2.09279, 3.59931], [2.40332, -3.69639, 4.12734], [2.16277, -2.12803, 4.76561], [-0.84014, -2.16148, 2.91561], [0.52954, -1.18997, 3.64694], [-1.94306, -4.31507, -0.04993], [-0.89704, -3.52020, 0.13801], [-3.01970, -4.03042, -0.69425], [-2.13683, -5.39425, 0.61143], [-2.96501, -2.94831, -0.85026], [-3.26175, -4.61071, -1.51743], [-1.37559, -5.89166, 1.10611], [-2.98597, -5.94317, 0.45854], [-0.96458, -1.45671, -4.08992], [-2.01874, -1.01040, -4.91416], [-1.23172, -2.08052, -3.25846], [-0.52025, -0.54862, -3.72642], [-0.16748, -1.92116, -4.63899], [-2.65753, -0.54487, -4.30325], [-0.06211, -0.02109, 0.08131], [0.12202, -0.58299, -1.24634], [-0.06744, -0.78454, 0.91666], [-1.01170, 0.42463, 0.18457], [0.58433, 0.82328, 0.39298], [0.97517, -1.07609, -1.26679], [2.27326, -2.74145, 0.39451], [2.33589, -2.04739, -0.81464], [1.52768, -2.51150, 1.12616], [3.23672, -2.68931, 0.91184], [2.14348, -3.78624, 0.06186], [2.94420, -2.53589, -1.43361], [0.29588, 4.89539, -0.37818], [0.01422, 3.53331, -0.17920], [1.30048, 4.96850, -0.79487], [0.30457, 5.41418, 0.58620], [-0.46352, 5.33010, -0.99698], [0.01967, 3.01315, -0.99670]],
  "lowdin_charge": [-0.058, -0.215, -0.151, 0.080, 0.068, 0.037, 0.105, 0.111, 0.098, -0.075, -0.343, -0.057, 0.073, 0.076, 0.049, 0.076, 0.099, 0.084, -0.080, -0.253, -0.121, 0.058, 0.082, 0.058, 0.113, 0.083, 0.040, -0.061, -0.323, -0.066, 0.043, 0.091, 0.052, 0.060, 0.104, 0.024, -0.058, -0.374, -0.040, 0.069, 0.074, 0.073, 0.074, 0.080, 0.099, -0.083, -0.324, -0.086, 0.081, 0.048, 0.048, 0.107, 0.127, 0.115, -0.077, -0.271, -0.128, 0.087, 0.052, 0.093, 0.094, 0.121, 0.050, -0.609, -0.049, 0.185, 0.153, 0.187, 0.106, 0.066, 0.166, -0.557, -0.122, 0.148, 0.170, 0.079, 0.089, 0.114, 0.123, -0.726, -0.130, 0.182, 0.163, 0.106, 0.126, 0.117, 0.061, -0.730, -0.052, 0.124, 0.174, 0.071, 0.137, 0.139, 0.124, -0.179, -0.128, 0.055, 0.030, 0.076, 0.055, -0.108, -0.161, 0.095, 0.040, 0.074, 0.044, -0.141, -0.143, 0.057, 0.083, 0.080, 0.132, -0.127, -0.192, 0.074, 0.091, 0.061, -0.016]
}

=====

[4]
{
  "formula": "C2H5I4N2",
  "method": "the ωB97M-V functional and the def2-TZVPD basis",
  "spin_multiplicity": 1,
  "relative_energy_kcal_mol": 51.9,
  "e_lumo_ev": [-4.64, -4.64],
  "total_charge": 1,
  "homo_ev": [-11.5, -11.5],
  "species": ["C", "C", "N", "N", "I", "I", "I", "I", "H", "H", "H", "H", "H"],
  "xyz": [[0.37997, 1.07687, -1.01734], [-0.35583, -0.92842, 0.43266], [-0.65533, 1.22609, -1.79531], [0.48858, -0.97249, 1.66289], [2.13233, 0.24609, -1.93191], [0.41173, 2.40830, 0.67031], [0.09282, -2.70499, -0.75040], [-2.32667, -0.48957, 1.04853], [-0.83575, 0.68865, -2.56893], [-1.32041, 2.05896, -1.72284], [1.40294, -1.42648, 1.84284], [0.71487, 0.03894, 1.71313], [-0.12923, -1.22194, 2.41638]],
  "lowdin_charge": [-1.269, -1.377, -0.041, -0.064, 0.841, 0.927, 0.695, 0.823, 0.069, 0.150, 0.163, 0.007, 0.077]
}

=====

[5]
{
  "formula": "C2H11N2Si",
  "method": "the ωB97M-V functional and the def2-TZVPD basis",
  "spin_multiplicity": 1,
  "relative_energy_kcal_mol": 56.7,
  "e_lumo_ev": -4.48,
  "total_charge": 1,
  "homo_ev": -12.0,
  "species": ["C", "C", "N", "N", "Si", "H", "H", "H", "H", "H", "H", "H", "H", "H", "H", "H"],
  "xyz": [[1.34038, -0.65207, -0.40151], [0.00147, 0.07053, -0.56361], [-0.67267, 0.38556, 0.50877], [-0.45474, -0.38379, 3.32453], [-0.78129, 0.74199, -4.15613], [2.16967, 0.05667, -0.34620], [1.44391, -1.30307, 0.48752], [1.61017, -1.30336, -1.31898], [-1.51103, 0.82962, 0.36748], [-0.47547, 0.19804, 1.51534], [-1.46830, -0.49234, 3.52550], [-0.18547, -0.12327, 4.33678], [-0.15713, -1.26648, 3.13768], [-0.68425, -0.30191, -5.22992], [-0.67415, 2.07523, -4.91706], [-0.29544, 0.32249, -1.58824]],
  "lowdin_charge": [-0.034, -0.060, 0.223, 0.013, 0.706, 0.095, 0.089, 0.120, 0.103, 0.084, 0.060, 0.100, -0.021, -0.228, -0.210, -0.041]
}

=====

[6]
{
  "formula": "C4H7NO",
  "method": "the ωB97M-V functional and the def2-TZVPD basis",
  "spin_multiplicity": 1,
  "relative_energy_kcal_mol": 35.0,
  "e_lumo_ev": 0.86,
  "smiles": "CCOCC#N",
  "homo_ev": -10.8,
  "species": ["C", "C", "O", "C", "C", "N", "H", "H", "H", "H", "H", "H", "H"],
  "xyz": [[-1.78551, -0.86562, 0.46515], [-0.52352, -0.35902, -0.20246], [0.08460, 0.62665, 0.62157], [1.20783, 1.21933, 0.04229], [2.25901, 0.25969, -0.37725], [3.05708, -0.46296, -0.79893], [-2.51255, -0.06145, 0.61156], [-2.24259, -1.63325, -0.16801], [-1.56063, -1.31258, 1.43794], [-0.75153, 0.07256, -1.19022], [0.18518, -1.18495, -0.35403], [1.62188, 1.91223, 0.77963], [0.96075, 1.78937, -0.86723]],
  "lowdin_charge": [-0.071, -0.282, -0.139, -0.215, -0.187, 0.152, 0.079, 0.080, 0.080, 0.126, 0.115, 0.132, 0.132]
}